1.
Below is a structure of composition C12H32F2Li2O4 in a non-equilibrium geometry, with properties calculated with ωB97M-V/def2-TZVPD.

Geometry as ORCA input:
```
! RIJCOSX wB97M-V def2-TZVPD def2/J DEFGRID3
* xyz 0 1
Li 2.85118 -0.83826 -0.60475
Li 0.36075 -2.04987 0.10206
F 2.16712 -2.79754 -0.53905
F 1.04719 -0.12990 -0.07739
C -3.50978 -1.73971 0.38444
C -2.88661 -2.12565 -0.94075
C -3.33072 -1.31353 -2.15118
O -1.47735 -1.82813 -0.75877
H -3.38179 -0.68337 0.61629
H -3.09355 -2.28670 1.23607
H -4.56761 -2.01563 0.45820
H -2.97123 -3.18703 -1.18443
H -4.41179 -1.31534 -2.30775
H -2.85752 -1.80132 -3.00544
H -3.00923 -0.27543 -2.08841
H -1.10194 -1.36363 -1.52957
C -0.22328 -3.31305 4.20028
C -0.45819 -2.20228 3.15228
C 0.55798 -1.08690 3.36415
O -0.18777 -2.73802 1.83926
H -1.01386 -4.05776 4.29166
H -0.12801 -2.81555 5.16736
H 0.71784 -3.84590 4.04329
H -1.45360 -1.77545 3.27657
H 1.56717 -1.38304 3.07802
H 0.56837 -0.75642 4.40664
H 0.32550 -0.22173 2.73892
H 0.12104 -3.63671 1.98533
C 2.39399 3.05046 2.47162
C 1.79352 3.41246 1.10887
C 2.00031 4.80259 0.60275
O 2.18284 2.50689 0.07595
H 3.47335 3.22346 2.49120
H 2.19176 2.01785 2.75244
H 1.95485 3.68142 3.24779
H 0.71964 3.26785 1.29308
H 3.05684 5.00960 0.41416
H 1.53274 5.58684 1.19621
H 1.52660 4.84360 -0.38119
H 1.54843 1.77243 0.01394
C -0.44705 0.58259 -4.69431
C 0.61854 0.40784 -3.62458
C 1.32769 1.74666 -3.38263
O -0.07664 -0.04275 -2.48143
H -0.10065 0.74036 -5.71425
H -1.10517 1.40652 -4.40998
H -1.07700 -0.31143 -4.69016
H 1.32412 -0.37588 -3.91965
H 1.68785 2.10554 -4.34690
H 2.17921 1.59604 -2.70932
H 0.74820 2.51777 -2.87648
H 0.32571 0.03515 -1.59045
*
```

Electronic energy, Ha: -992.33806
Relative energy (zero: lowest compared OMol25 entry of this formula, charge and spin), kcal/mol: 12.3

List of natural (NBO) charges in e, atom by atom: Li 0.97; Li 0.92; F -0.96; F -0.92; C -0.63; C 0.11; C -0.64; O -0.81; H 0.22; H 0.22; H 0.21; H 0.17; H 0.21; H 0.21; H 0.22; H 0.51; C -0.65; C 0.10; C -0.63; O -0.76; H 0.22; H 0.22; H 0.21; H 0.18; H 0.22; H 0.20; H 0.23; H 0.49; C -0.62; C 0.10; C -0.63; O -0.77; H 0.20; H 0.21; H 0.20; H 0.15; H 0.21; H 0.21; H 0.22; H 0.51; C -0.62; C 0.11; C -0.63; O -0.81; H 0.21; H 0.21; H 0.21; H 0.16; H 0.21; H 0.20; H 0.22; H 0.52

=====

2.
Below is a cluster of 2 separate species, C3HN3O2 in total in a non-equilibrium geometry, with properties calculated with ωB97M-V/def2-TZVPD.

Geometry as ORCA input:
```
! RIJCOSX wB97M-V def2-TZVPD def2/J DEFGRID3
* xyz 0 1
C -1.50838 -0.63187 0.78979
C 1.96730 -0.59166 -0.59682
C 0.81131 1.41734 0.00538
N 0.09374 2.28646 0.24580
N -2.40333 -0.56964 -0.01137
N 1.69693 0.53353 -0.29500
O -0.64973 -0.80829 1.54752
O 2.49376 -1.57270 -0.87574
H -2.50159 -0.06318 -0.80955
*
```

Electronic energy, Ha: -429.64871
Relative energy (zero: lowest compared OMol25 entry of this formula, charge and spin), kcal/mol: 2.4
Structure (SMILES): N#CN=C=O.N=C=O

List of natural (NBO) charges in e, atom by atom: C 0.87; C 0.93; C 0.42; N -0.33; N -0.77; N -0.58; O -0.52; O -0.43; H 0.42

=====

3.
Below is the molecule C6H10O, with properties calculated with ωB97M-V/def2-TZVPD.

Geometry as ORCA input:
```
! RIJCOSX wB97M-V def2-TZVPD def2/J DEFGRID3
* xyz 0 1
C 2.32438 -0.09261 -0.22324
C 1.10453 0.72503 0.23207
C 0.06809 -0.26471 0.66433
O -1.41412 0.96233 1.31027
C -2.05843 0.23895 0.44479
C -1.67889 0.01201 -0.97847
C -0.85467 -0.93923 -0.16556
H 2.05386 -0.75164 -1.05468
H 2.70982 -0.71882 0.59007
H 3.13353 0.56598 -0.55266
H 0.74666 1.35848 -0.58262
H 1.36509 1.37611 1.07187
H 0.30746 -0.75585 1.60893
H -3.06837 -0.11427 0.71072
H -2.45377 -0.45028 -1.58738
H -1.16230 0.82133 -1.49653
H -1.12288 -1.97282 0.00809
*
```

Electronic energy, Ha: -309.70710
Relative energy (zero: lowest compared OMol25 entry of this formula, charge and spin), kcal/mol: 84.9

List of natural (NBO) charges in e, atom by atom: C -0.60; C -0.47; C 0.23; O -0.70; C 0.37; C -0.49; C -0.48; H 0.21; H 0.21; H 0.22; H 0.22; H 0.23; H 0.20; H 0.16; H 0.23; H 0.22; H 0.24

=====

| no. | gap between HOMO and LUMO (eV) | HOMO level (eV) |
| --- | --- | --- |
| 1 | 9.91 | -9.86 |
| 2 | 11.41 | -11.32 |
| 3 | 7.83 | -7.61 |